1.
{
  "formula": "C33H28N5NdS",
  "method": "ωB97M-V/def2-TZVPD",
  "elements": ["Nd", "C", "C", "C", "C", "C", "C", "N", "C", "C", "C", "C", "C", "N", "C", "C", "C", "C", "C", "C", "N", "H", "H", "H", "H", "H", "H", "H", "H", "H", "H", "H", "H", "H", "H", "H", "S", "C", "C", "C", "C", "C", "C", "N", "C", "C", "C", "C", "C", "C", "C", "H", "H", "H", "H", "H", "H", "H", "H", "C", "C", "C", "N", "H", "H", "H", "H", "H"],
  "positions_angstrom": [[11.0190, 12.6063, 13.3234], [8.7762, 10.7818, 15.5280], [8.6305, 12.2314, 15.8224], [7.7827, 12.5643, 16.8999], [7.5747, 13.8702, 17.2670], [8.3619, 14.8330, 16.5828], [9.2061, 14.4767, 15.5695], [9.3355, 13.1687, 15.2061], [9.9713, 15.4504, 14.7818], [9.5552, 16.7309, 14.4837], [10.3251, 17.4974, 13.6099], [11.5181, 16.9811, 13.1426], [11.9563, 15.7064, 13.4697], [11.1512, 14.9725, 14.2745], [13.2222, 15.0499, 13.1604], [14.3250, 15.6923, 12.7153], [15.6246, 15.1294, 12.8132], [15.7489, 13.9384, 13.4619], [14.5270, 13.1921, 13.7036], [14.6701, 11.8455, 14.4212], [13.3201, 13.6862, 13.4946], [8.7121, 10.5892, 14.3901], [8.0558, 10.2264, 16.0208], [9.7392, 10.5625, 15.9498], [7.2600, 11.7375, 17.3546], [7.0397, 14.1988, 18.1179], [8.2067, 15.8718, 16.9423], [8.6818, 17.1555, 15.0334], [9.9529, 18.5056, 13.2871], [12.2088, 17.5519, 12.5626], [14.3750, 16.7383, 12.4627], [16.4604, 15.7724, 12.5978], [16.7403, 13.5249, 13.7035], [13.6568, 11.5733, 14.7359], [15.3003, 11.9683, 15.2929], [15.0976, 11.0716, 13.8026], [11.8986, 13.3093, 8.5568], [13.1304, 12.1991, 9.0578], [14.2008, 11.6620, 8.2979], [15.0090, 10.7497, 8.8976], [14.8672, 10.4556, 10.2556], [13.8705, 11.0497, 11.0270], [12.9540, 11.9869, 10.4195], [11.8710, 12.6331, 11.0187], [11.1771, 13.2959, 10.1166], [9.9172, 13.9077, 10.4990], [9.2472, 14.7576, 9.5573], [8.0888, 15.3584, 9.9118], [7.5479, 15.2620, 11.1947], [8.2459, 14.4273, 12.1119], [9.4383, 13.7282, 11.8247], [14.2969, 11.8082, 7.2140], [15.8688, 10.3490, 8.5234], [15.5123, 9.6123, 10.6437], [13.7018, 10.6242, 12.0328], [9.5116, 14.7376, 8.5264], [7.4197, 15.8852, 9.2013], [6.6300, 15.8732, 11.3931], [7.8441, 14.3573, 13.1934], [12.1256, 7.4602, 11.4942], [11.8548, 7.6278, 12.9814], [11.3251, 8.9773, 13.2301], [11.0217, 10.0929, 13.3693], [12.3179, 6.3748, 11.3177], [13.0399, 8.0517, 11.3400], [11.3378, 7.9201, 10.8340], [12.8268, 7.5792, 13.5208], [11.1900, 6.8617, 13.4059]],
  "nbo_charge": [2.02, -0.64, 0.26, -0.22, -0.11, -0.21, 0.16, -0.55, 0.19, -0.20, -0.12, -0.22, 0.25, -0.54, 0.12, -0.20, -0.12, -0.22, 0.30, -0.64, -0.55, 0.23, 0.25, 0.23, 0.23, 0.25, 0.24, 0.25, 0.26, 0.23, 0.24, 0.25, 0.25, 0.19, 0.26, 0.24, 0.50, -0.22, -0.17, -0.20, -0.18, -0.24, 0.10, -0.63, 0.13, -0.16, -0.18, -0.21, -0.18, -0.23, -0.45, 0.25, 0.23, 0.23, 0.20, 0.22, 0.23, 0.24, 0.20, -0.60, -0.53, 0.54, -0.56, 0.26, 0.22, 0.24, 0.27, 0.28],
  "relative_energy_kcal_mol": 30.5,
  "multiplicity": 4,
  "orbital_gap_ev": [7.241, 7.275],
  "total_charge": 2,
  "e_tot_ev": -68226.3917
}

2.
{
  "formula": "C33H28NO",
  "method": "ωB97M-V/def2-TZVPD",
  "elements": ["C", "C", "N", "C", "C", "C", "C", "C", "C", "C", "C", "C", "C", "C", "C", "O", "H", "H", "H", "H", "H", "H", "H", "H", "H", "H", "H", "H", "H", "H", "H", "C", "C", "C", "C", "C", "C", "C", "C", "C", "C", "C", "C", "C", "C", "C", "C", "C", "C", "C", "H", "H", "H", "H", "H", "H", "H", "H", "H", "H", "H", "H", "H"],
  "positions_angstrom": [[-0.4614, 1.4173, -3.6282], [-1.5193, 0.9057, -2.6887], [-1.1368, -0.2637, -2.0563], [-1.8641, -0.8721, -1.0370], [-1.6927, -2.3750, -1.0687], [-2.6472, -3.2320, -1.5423], [-2.3631, -4.6274, -1.9757], [-0.9449, -5.1313, -1.6334], [-0.0043, -4.1877, -0.9739], [1.2724, -4.6375, -0.6405], [2.2088, -3.7896, -0.0668], [1.8978, -2.4416, 0.1446], [0.6234, -1.9833, -0.1674], [-0.3532, -2.8442, -0.7208], [-2.5287, -0.1607, -0.0895], [-2.5997, 1.4643, -2.5025], [-0.2571, 0.6662, -4.4028], [-0.8541, 2.3058, -4.1225], [0.4770, 1.6625, -3.1038], [-0.3920, -0.7784, -2.5062], [-3.6694, -2.8769, -1.6596], [-3.0915, -5.3480, -1.5712], [-2.4901, -4.6910, -3.0699], [-1.0443, -6.0317, -1.0158], [-0.4610, -5.4468, -2.5644], [1.5263, -5.6760, -0.8424], [3.1794, -4.1657, 0.2389], [2.6454, -1.7561, 0.5360], [0.3327, -0.9544, 0.0762], [-2.8371, -0.6645, 0.8296], [-2.9945, 0.7846, -0.3847], [0.4265, 1.7679, 0.9429], [-0.8534, 2.3240, 0.6140], [-0.9574, 3.1824, -0.5042], [-2.0389, 4.0372, -0.6304], [-3.1224, 3.9316, 0.2477], [-3.0915, 2.9906, 1.2867], [-1.9510, 2.2162, 1.5035], [0.7289, 0.6560, 1.8223], [2.1449, 0.6598, 2.0956], [2.7220, -0.1848, 3.0263], [1.9142, -1.1000, 3.7016], [0.5307, -1.1574, 3.4086], [-0.0574, -0.2972, 2.4664], [2.7265, 1.8074, 1.4419], [1.6804, 2.5107, 0.7550], [1.9773, 3.7734, 0.2304], [3.2647, 4.3084, 0.3925], [4.2653, 3.6131, 1.0943], [4.0011, 2.3354, 1.6052], [-0.1340, 3.2105, -1.2194], [-2.0209, 4.8008, -1.4076], [-3.9901, 4.5816, 0.0959], [-3.9419, 2.8880, 1.9627], [-1.8744, 1.5654, 2.3740], [3.7930, -0.1125, 3.2254], [2.3580, -1.7750, 4.4402], [-0.0882, -1.8652, 3.9683], [-1.1182, -0.3696, 2.2222], [1.2256, 4.3605, -0.2893], [3.5066, 5.2932, -0.0082], [5.2657, 4.0379, 1.2214], [4.7517, 1.7389, 2.1234]],
  "nbo_charge": [-0.72, 0.69, -0.65, 0.20, -0.12, -0.09, -0.45, -0.44, 0.01, -0.19, -0.20, -0.23, -0.24, -0.02, -0.50, -0.60, 0.24, 0.25, 0.23, 0.42, 0.22, 0.23, 0.23, 0.23, 0.23, 0.22, 0.22, 0.21, 0.21, 0.20, 0.24, 0.30, -0.19, -0.11, -0.20, -0.11, -0.24, -0.04, -0.10, 0.01, -0.20, -0.11, -0.21, -0.12, -0.01, -0.08, -0.12, -0.22, -0.12, -0.18, 0.22, 0.24, 0.24, 0.24, 0.22, 0.23, 0.24, 0.24, 0.24, 0.23, 0.24, 0.24, 0.23],
  "relative_energy_kcal_mol": 0.0,
  "orbital_gap_ev": 4.534,
  "total_charge": 1,
  "e_tot_ev": -38205.5106
}